[1]
{"formula": "C39H49BGeN7O4PRu", "method": "ωB97M-V/def2-TZVPD", "orbital_gap_ev": [4.178, 3.077], "e_lumo_ev": [2.29, 2.28], "spin_multiplicity": 2, "charge": -1, "elements": ["Ru", "N", "P", "C", "C", "C", "C", "C", "C", "C", "C", "C", "C", "C", "C", "C", "C", "C", "C", "C", "N", "H", "H", "H", "H", "H", "H", "H", "H", "H", "H", "H", "H", "H", "H", "H", "C", "Ge", "C", "C", "C", "H", "H", "H", "H", "H", "H", "H", "H", "H", "H", "C", "C", "C", "C", "C", "C", "C", "C", "O", "B", "O", "C", "C", "H", "H", "H", "H", "H", "H", "H", "H", "H", "H", "H", "H", "O", "N", "C", "C", "N", "C", "N", "C", "N", "C", "C", "O", "N", "C", "C", "H", "H", "H", "H", "H", "H", "H", "H", "H", "H", "H", "H"], "coordinates": [[-0.5183, -1.0689, -0.8636], [-0.4226, -2.3789, 2.1996], [-0.0415, -0.7942, 1.5226], [1.7607, -0.7692, 1.4063], [2.3701, -0.6948, 0.1391], [3.7312, -0.8212, 0.0072], [4.5307, -1.0608, 1.1263], [3.9380, -1.1692, 2.3788], [2.5782, -1.0340, 2.5246], [-0.3134, 0.0820, 3.0880], [0.5111, 1.1363, 3.4999], [0.2100, 1.8653, 4.6282], [-0.9477, 1.5953, 5.3530], [-1.8018, 0.5873, 4.9238], [-1.5024, -0.1493, 3.7993], [-0.1051, -3.4764, 1.4389], [0.1860, -4.7103, 2.0047], [0.5424, -5.7624, 1.1733], [0.6757, -5.5158, -0.2006], [0.3714, -4.2666, -0.6957], [-0.0763, -3.2736, 0.0965], [-0.2164, -2.4851, 3.1904], [1.7449, -0.5117, -0.7539], [4.1937, -0.7422, -0.9652], [5.5978, -1.1809, 1.0197], [4.5530, -1.3659, 3.2475], [2.1187, -1.1201, 3.5022], [1.4127, 1.3577, 2.9435], [0.8765, 2.6539, 4.9507], [-1.1859, 2.1696, 6.2367], [-2.7083, 0.3788, 5.4775], [-2.1626, -0.9442, 3.4749], [0.1254, -4.8477, 3.0768], [0.7391, -6.7455, 1.5750], [1.0137, -6.2930, -0.8724], [1.5094, -4.2313, -2.4939], [-2.3332, -5.6534, -2.1446], [-0.8505, -4.8985, -3.2450], [-1.5876, -4.0308, -4.8857], [0.1142, -6.5244, -3.9302], [0.5206, -3.9288, -2.1394], [-2.9182, -6.3400, -2.7515], [-3.0068, -4.9002, -1.7524], [-1.9130, -6.2011, -1.3060], [-1.8572, -4.8031, -5.6016], [-0.8309, -3.3947, -5.3296], [-2.4585, -3.4200, -4.6784], [-0.4851, -7.0717, -4.6531], [0.3528, -7.2043, -3.1175], [1.0439, -6.2383, -4.4138], [0.4290, -2.8405, -2.2646], [3.0754, 5.6561, 4.9596], [3.1055, 6.0033, 3.4647], [2.6608, 7.4582, 3.2640], [4.5458, 5.8476, 2.9722], [2.1319, 5.1152, 2.7025], [0.7934, 5.0990, 3.0890], [-0.1733, 4.3504, 2.4347], [0.2387, 3.5975, 1.3569], [-0.4755, 2.7856, 0.5382], [0.4462, 2.3156, -0.3961], [1.7202, 2.8138, -0.1498], [1.5743, 3.6117, 0.9449], [2.5299, 4.3588, 1.6004], [3.8121, 6.2518, 5.4965], [3.3052, 4.6029, 5.1063], [2.0993, 5.8558, 5.3923], [3.3445, 8.1427, 3.7615], [1.6645, 7.6081, 3.6697], [2.6313, 7.6959, 2.2031], [5.2074, 6.4921, 3.5477], [4.6335, 6.1246, 1.9256], [4.8833, 4.8221, 3.0956], [0.4710, 5.6928, 3.9304], [-1.1977, 4.3459, 2.7682], [3.5445, 4.3378, 1.2458], [0.2067, 1.4753, -1.4139], [-1.1650, 1.0979, -1.6715], [-1.9322, 2.1439, -2.0569], [-1.4732, 3.4514, -2.1851], [-1.0948, 4.5376, -2.3241], [-3.2676, 1.9961, -2.3851], [-4.3832, 1.9725, -2.7105], [-3.3919, -1.9080, -1.5058], [-3.5920, -1.3793, -2.8472], [-4.9434, -1.0031, -3.2028], [-2.4206, -1.1121, -3.5034], [-1.3902, -1.6759, -3.0933], [-2.3173, -0.2976, -4.5953], [-0.9778, -0.1042, -5.1149], [-3.3438, 0.3370, -5.3883], [-4.3510, -2.1408, -1.0503], [-2.8578, -1.1660, -0.8569], [-2.7759, -2.8138, -1.5543], [-5.6258, -1.5734, -2.5744], [-5.1542, -1.2681, -4.2383], [-5.1408, 0.0600, -3.0361], [-0.2588, -0.3381, -4.3321], [-0.8504, 0.9353, -5.4161], [-0.7886, -0.7493, -5.9780], [-4.1978, 0.6385, -4.7956], [-3.6653, -0.3101, -6.2152], [-2.9268, 1.2459, -5.8247]]}



[2]
{"formula": "C11H11N", "method": "ωB97M-V/def2-TZVPD", "orbital_gap_ev": 8.924, "de_lowest_kj_mol": 295.15, "e_lumo_ev": 0.65, "smiles": "c1ccccc1.c1ccncc1", "elements": ["C", "C", "C", "C", "C", "C", "C", "C", "C", "C", "C", "H", "H", "H", "H", "H", "H", "H", "H", "H", "H", "H", "N"], "coordinates": [[1.2917, 1.0075, -2.5832], [1.2127, 1.8959, -1.4857], [1.1228, 1.3233, -0.2432], [1.1797, -0.0563, -0.0595], [1.1155, -0.9764, -1.1742], [1.2441, -0.4179, -2.4558], [-1.6040, -1.5215, 2.4312], [-1.6212, -1.7602, 1.0881], [-1.3663, -0.6640, 0.2639], [-1.0062, 0.5650, 0.8270], [-1.0038, 0.6941, 2.2052], [1.3313, 1.4472, -3.5918], [1.3873, 3.0055, -1.4677], [1.4007, 2.0936, 0.6492], [1.2851, -0.4301, 0.9498], [0.9768, -2.0331, -0.8455], [1.3466, -1.1474, -3.2693], [-1.8710, -2.3101, 3.1602], [-2.0651, -2.6003, 0.5427], [-1.3112, -0.8125, -0.7767], [-0.8448, 1.3845, 0.1741], [-0.8364, 1.5956, 2.7045], [-1.3643, -0.2823, 2.9567]]}



[3]
{"formula": "C6H14NO", "method": "ωB97M-V/def2-TZVPD", "orbital_gap_ev": 10.583, "de_lowest_kj_mol": 278.26, "e_lumo_ev": -3.77, "charge": 1, "elements": ["C", "C", "C", "C", "C", "C", "N", "O", "H", "H", "H", "H", "H", "H", "H", "H", "H", "H", "H", "H", "H", "H"], "coordinates": [[-1.3316, 1.3814, -0.9479], [0.7188, -0.8621, 1.2150], [0.5838, -1.5687, -1.1290], [-2.3094, -0.3732, 0.3693], [1.8875, 1.6601, 0.2678], [0.7927, -0.3743, -0.1977], [-1.2329, 0.4439, -0.1506], [1.4598, 0.6442, -0.5883], [-0.4736, 2.0972, -1.2241], [-2.3512, 1.6240, -1.3072], [-0.1584, -1.5965, 1.3204], [0.6017, 0.0555, 1.9996], [1.7127, -1.2450, 1.5856], [-0.3464, -2.1036, -0.8519], [1.3603, -2.3056, -1.0127], [0.6621, -1.4633, -2.1847], [-3.2034, 0.2321, 0.1751], [-1.9464, -0.5783, 1.4076], [-2.3410, -1.3278, -0.2432], [2.4529, 2.3459, -0.2888], [2.4695, 1.1485, 0.9800], [0.9925, 2.1655, 0.8057]]}



[4]
{"formula": "C37H69BF2N7OPSc", "method": "ωB97M-V/def2-TZVPD", "orbital_gap_ev": 8.018, "e_lumo_ev": -7.11, "charge": 3, "elements": ["Sc", "N", "C", "C", "N", "C", "C", "N", "H", "H", "H", "H", "H", "H", "H", "H", "H", "H", "H", "H", "H", "F", "B", "F", "C", "C", "C", "C", "C", "C", "P", "C", "C", "C", "C", "C", "C", "C", "C", "C", "C", "C", "C", "H", "H", "H", "H", "H", "H", "H", "H", "H", "H", "H", "H", "H", "H", "H", "H", "H", "H", "H", "H", "H", "H", "H", "H", "H", "H", "H", "H", "H", "H", "H", "H", "H", "C", "N", "N", "C", "O", "C", "C", "C", "C", "C", "C", "C", "C", "C", "H", "H", "H", "H", "H", "H", "H", "H", "H", "H", "H", "H", "N", "C", "C", "N", "C", "C", "H", "H", "H", "H", "H", "H", "H", "H", "H", "H", "H"], "coordinates": [[1.2015, 0.0173, 0.3356], [3.5081, -0.2490, 1.1179], [4.5887, 0.4377, 0.3975], [4.2034, 0.4431, -1.0612], [2.8555, 1.0249, -1.2096], [2.8359, 2.5003, -1.0848], [2.1673, 2.9595, 0.1936], [0.8215, 2.3558, 0.2484], [3.5817, -0.1153, 2.1177], [3.5694, -1.2536, 0.9693], [5.5627, -0.0336, 0.5396], [4.6692, 1.4571, 0.7791], [4.1654, -0.5816, -1.4402], [4.9409, 0.9840, -1.6609], [2.5281, 0.7904, -2.1389], [2.2814, 2.9127, -1.9318], [3.8479, 2.9059, -1.1561], [2.1368, 4.0503, 0.2313], [2.7152, 2.6177, 1.0750], [0.2572, 2.6827, -0.5309], [0.3450, 2.6335, 1.0975], [1.4082, -1.8628, 0.7101], [-0.8371, -1.3416, 0.7630], [-1.2835, -2.3131, -0.0448], [0.5646, 2.8432, -5.8826], [0.3163, 3.5238, -4.5428], [-0.2960, 2.5290, -3.5445], [0.2334, 1.0957, -3.7651], [1.6654, 1.1761, -4.3137], [1.6318, 1.7470, -5.7393], [-0.1041, -0.0223, -2.3236], [0.1875, -1.7456, -2.9150], [-0.3755, -2.1367, -4.3104], [0.7236, -2.4195, -5.3304], [1.6483, -3.5537, -4.8757], [1.8480, -3.5611, -3.3518], [1.6598, -2.1653, -2.7634], [-1.9395, 0.0953, -2.1067], [-2.3787, 1.2455, -1.1914], [-3.7860, 0.9595, -0.6472], [-4.6624, 0.2188, -1.6693], [-4.2401, 0.5878, -3.0847], [-2.8211, 0.0723, -3.3766], [0.8687, 3.5689, -6.6355], [-0.3752, 2.4152, -6.2430], [-0.3452, 4.3829, -4.6536], [1.2606, 3.9192, -4.1544], [-1.3825, 2.5335, -3.6434], [-0.0925, 2.8660, -2.5209], [-0.3614, 0.6493, -4.5695], [2.1661, 0.2099, -4.3164], [2.2628, 1.8493, -3.6916], [1.4388, 0.9383, -6.4475], [2.6182, 2.1422, -5.9870], [-0.3620, -2.3265, -2.1661], [-1.0560, -1.3783, -4.6966], [-0.9857, -3.0365, -4.1945], [1.3022, -1.5103, -5.5063], [0.2741, -2.6640, -6.2932], [2.6132, -3.4563, -5.3757], [1.2411, -4.5146, -5.1928], [2.8299, -3.9607, -3.0971], [1.1181, -4.2253, -2.8778], [2.3311, -1.4666, -3.2752], [1.9431, -2.1585, -1.7058], [-2.1531, -0.8282, -1.5651], [-1.6810, 1.3703, -0.3549], [-2.3737, 2.1870, -1.7441], [-4.2630, 1.8990, -0.3566], [-3.7033, 0.3591, 0.2696], [-5.7148, 0.4431, -1.4975], [-4.5591, -0.8641, -1.5422], [-4.2783, 1.6748, -3.2010], [-4.9360, 0.1847, -3.8196], [-2.3846, 0.6693, -4.1779], [-2.8762, -0.9511, -3.7519], [0.2177, 2.1585, 6.8063], [0.9297, 1.4342, 5.7514], [0.3616, 1.2222, 4.5084], [1.3629, 0.9346, 3.6018], [1.1072, 0.7056, 2.3804], [2.5749, 1.0118, 4.3152], [2.2649, 1.3462, 5.6178], [3.1702, 1.6866, 6.7453], [-1.0188, 0.9020, 4.3769], [-1.6566, 0.1568, 5.3678], [-3.0283, -0.0500, 5.2833], [-3.7473, 0.4373, 4.1984], [-3.0941, 1.1442, 3.1961], [-1.7313, 1.3930, 3.2884], [-0.7445, 2.4849, 6.4233], [0.7936, 3.0370, 7.0886], [0.0652, 1.5194, 7.6733], [3.5698, 0.8804, 3.9302], [4.1732, 1.3199, 6.5430], [2.8259, 1.2581, 7.6854], [3.2253, 2.7709, 6.8638], [-1.0931, -0.2055, 6.2177], [-3.5426, -0.5585, 6.0892], [-4.8204, 0.3029, 4.1534], [-3.6560, 1.5476, 2.3640], [-1.2298, 1.9893, 2.5440], [-2.1092, -4.3475, 3.7657], [-3.0810, -3.2263, 3.5048], [-2.6924, -2.4945, 2.2391], [-1.2901, -1.9788, 2.2640], [-0.3331, -3.0712, 2.6130], [-0.7084, -3.8056, 3.8810], [-2.1582, -5.0445, 3.0166], [-2.3677, -4.8388, 4.6247], [-3.0403, -2.5878, 4.3850], [-4.0761, -3.6582, 3.4138], [-3.3650, -1.6501, 2.0923], [-2.7783, -3.1465, 1.3706], [-1.2196, -1.2143, 2.9406], [0.6630, -2.6446, 2.7042], [-0.3036, -3.7497, 1.7580], [-0.7115, -3.1594, 4.7593], [-0.0378, -4.6448, 4.0571]]}



Respective strongest force on any atom values: 0.102, 0.086, 0.072, 0.018 Eh/bohr.
Respective energy values: -4737.8108, -480.4173, -366.6613, -3235.8331 hartree.